(1)
{
  "formula": "C18H18FN3O3",
  "method": "ωB97M-V/def2-TZVPD",
  "elements": ["C", "O", "C", "C", "N", "C", "O", "C", "C", "C", "C", "C", "C", "N", "C", "N", "C", "C", "C", "C", "C", "F", "C", "O", "C", "H", "H", "H", "H", "H", "H", "H", "H", "H", "H", "H", "H", "H", "H", "H", "H", "H", "H"],
  "positions_angstrom": [[-3.63841, 1.60223, 2.88805], [-3.44413, 0.27263, 2.45745], [-4.44448, -0.23280, 1.61223], [-4.41041, 0.39077, 0.19962], [-3.07941, 0.32781, -0.33958], [-2.25738, 1.40670, -0.31824], [-2.66055, 2.53317, -0.09313], [-0.83502, 1.11262, -0.65873], [-0.19751, -0.02800, -0.14897], [1.12712, -0.30205, -0.42081], [1.81104, 0.59693, -1.22518], [1.17417, 1.74453, -1.75829], [-0.15249, 2.01568, -1.45783], [2.06366, 2.43463, -2.54600], [3.15930, 1.75462, -2.50859], [3.09611, 0.62759, -1.72555], [4.14501, -0.26252, -1.47876], [4.99450, -0.63961, -2.51643], [6.04237, -1.50856, -2.27417], [6.25738, -2.01916, -1.00539], [5.40561, -1.62952, 0.01247], [5.60675, -2.10900, 1.25467], [4.35557, -0.75597, -0.19496], [-4.23348, -1.59914, 1.44728], [-4.35652, -2.35433, 2.63638], [-4.64880, 1.73676, 3.29190], [-2.90558, 1.76849, 3.67498], [-3.46927, 2.31837, 2.07885], [-5.44271, -0.04498, 2.07059], [-4.70167, 1.44177, 0.23956], [-5.10252, -0.16724, -0.43486], [-2.68354, -0.59606, -0.41342], [-0.74322, -0.69432, 0.50323], [1.60022, -1.18880, -0.02742], [-0.64574, 2.89467, -1.83875], [4.06331, 2.04061, -3.01092], [4.82211, -0.25876, -3.51120], [6.69501, -1.79695, -3.08338], [7.06564, -2.70139, -0.79849], [3.73326, -0.45271, 0.63134], [-4.19002, -3.39088, 2.35240], [-3.61482, -2.04503, 3.37613], [-5.36046, -2.24283, 3.06193]],
  "nbo_charge": [-0.2678, -0.5520, 0.3845, -0.2684, -0.6058, 0.6775, -0.6351, -0.1500, -0.1910, -0.2469, 0.1044, 0.1579, -0.1773, -0.4531, 0.2272, -0.3792, 0.1799, -0.2493, -0.1698, -0.2911, 0.4212, -0.3180, -0.3069, -0.5453, -0.2519, 0.1619, 0.1958, 0.2042, 0.1308, 0.2380, 0.2116, 0.4037, 0.2176, 0.2234, 0.2428, 0.2029, 0.2246, 0.2235, 0.2345, 0.2437, 0.1930, 0.1876, 0.1668],
  "orbital_gap_ev": 9.33,
  "max_force_ev_per_a": 0.8,
  "homo_energy_ev": -8.67,
  "relative_energy_kj_mol": 0.0
}

***

(2)
{
  "formula": "C18H18IrN10P",
  "method": "ωB97M-V/def2-TZVPD",
  "elements": ["Ir", "N", "C", "N", "N", "N", "N", "C", "N", "N", "N", "N", "H", "C", "P", "C", "C", "C", "C", "C", "C", "C", "H", "H", "H", "H", "H", "H", "H", "H", "H", "H", "H", "C", "C", "C", "C", "C", "C", "C", "C", "N", "H", "H", "H", "H", "H", "H"],
  "positions_angstrom": [[0.23509, 0.66363, 0.77852], [0.59293, -1.20614, 3.68423], [1.23389, -1.67618, 2.61279], [2.02173, -2.77208, 2.62071], [2.39760, -2.92433, 1.38977], [1.86307, -1.95955, 0.61008], [1.14262, -1.17136, 1.36554], [-0.30462, -0.17302, 3.67893], [-1.02224, 0.15676, 4.73865], [-1.79830, 1.14706, 4.32316], [-1.56111, 1.42831, 3.06537], [-0.62057, 0.59600, 2.62411], [0.72246, -1.69544, 4.56565], [-2.35263, -1.47980, 0.82967], [-1.74502, -0.00376, -0.01952], [-3.08286, 1.19284, 0.11584], [-1.52851, -0.47319, -1.73924], [-0.63065, -1.50415, -2.03150], [-0.39664, -1.86538, -3.34655], [-1.04959, -1.19634, -4.37642], [-1.94161, -0.17378, -4.09092], [-2.18435, 0.19043, -2.77285], [-3.25531, -1.83941, 0.33475], [-2.59179, -1.23220, 1.86460], [-1.59761, -2.26468, 0.80065], [-4.01373, 0.72767, -0.21094], [-2.88923, 2.08050, -0.48208], [-3.15869, 1.48511, 1.16360], [-0.09866, -2.01465, -1.23602], [0.29383, -2.66787, -3.56964], [-0.86458, -1.47895, -5.40413], [-2.45378, 0.34053, -4.89267], [-2.88838, 0.98533, -2.56359], [-0.04574, 2.65863, 0.18955], [1.27719, 2.20737, -0.21776], [2.35398, 2.22703, 0.71797], [3.45758, 1.41190, 0.54930], [3.53687, 0.50776, -0.52312], [2.48257, 0.40724, -1.40053], [1.32475, 1.19436, -1.22875], [4.69267, -0.33435, -0.67952], [5.61554, -1.00528, -0.80400], [-0.74751, 2.85128, -0.61523], [-0.11541, 3.37497, 1.00117], [2.32070, 2.93178, 1.53898], [4.27429, 1.46769, 1.25765], [2.53199, -0.30171, -2.21625], [0.56778, 1.17941, -2.00004]],
  "nbo_charge": [0.6378, -0.3958, 0.4308, -0.2185, -0.0084, -0.0454, -0.3866, 0.3883, -0.2564, -0.0321, -0.0837, -0.3448, 0.4725, -0.9761, 1.3713, -0.9918, -0.3543, -0.2239, -0.1910, -0.1694, -0.1990, -0.2057, 0.2686, 0.2591, 0.2563, 0.2629, 0.2588, 0.2929, 0.2298, 0.2359, 0.2361, 0.2362, 0.2228, -0.5326, -0.0529, -0.2848, -0.0693, -0.2061, 0.0238, -0.3513, 0.2390, -0.2255, 0.2214, 0.2436, 0.2576, 0.2530, 0.2444, 0.2625],
  "multiplicity": 2,
  "orbital_gap_ev": [7.53, 5.65],
  "max_force_ev_per_a": 0.5,
  "homo_energy_ev": [-12.40, -12.57],
  "charge": 1,
  "relative_energy_kj_mol": 0.0
}

***

(3)
{
  "formula": "C18H18N2",
  "method": "ωB97M-V/def2-TZVPD",
  "elements": ["C", "C", "C", "N", "C", "C", "C", "C", "C", "C", "H", "H", "H", "H", "H", "H", "H", "H", "H", "C", "C", "C", "N", "C", "C", "C", "C", "C", "C", "H", "H", "H", "H", "H", "H", "H", "H", "H"],
  "positions_angstrom": [[4.13440, -2.83118, -0.00197], [3.87455, -1.51164, 0.63768], [4.66931, -0.40796, 0.60655], [3.98469, 0.70031, 0.96141], [2.71062, 0.32003, 1.41301], [1.57982, 1.09125, 1.75648], [0.45455, 0.34580, 1.99388], [0.37940, -1.08074, 1.92011], [1.48932, -1.81536, 1.58323], [2.61887, -1.06869, 1.22297], [3.87588, -2.87433, -1.07006], [3.48326, -3.59152, 0.44332], [5.17747, -3.15417, 0.04383], [5.60511, -0.26151, 0.07412], [4.34648, 1.57757, 1.28791], [1.68699, 2.16603, 1.83799], [-0.50344, 0.81963, 2.16519], [-0.49729, -1.59424, 2.27979], [1.38416, -2.88789, 1.50764], [-2.07611, 2.80553, 0.71732], [-1.93002, 2.01446, -0.53724], [-1.02117, 2.15170, -1.54649], [-1.26134, 1.17787, -2.54826], [-2.43984, 0.46471, -2.19451], [-3.03300, -0.59779, -2.87328], [-3.96221, -1.28562, -2.08727], [-4.31032, -0.93759, -0.77955], [-3.78709, 0.21332, -0.25140], [-2.71893, 0.86712, -0.89732], [-1.41002, 3.63966, 0.95811], [-1.77434, 2.13621, 1.53112], [-3.09663, 3.10632, 0.92954], [-0.24164, 2.85404, -1.76863], [-1.15661, 1.45590, -3.51408], [-2.78482, -0.90330, -3.87598], [-4.56822, -2.07187, -2.53533], [-4.91397, -1.58226, -0.16021], [-3.96788, 0.55022, 0.77037]],
  "nbo_charge": [-0.6302, -0.0793, -0.0329, -0.5312, 0.1378, -0.2403, -0.2105, -0.2286, -0.1826, -0.1035, 0.2152, 0.2142, 0.2198, 0.2044, 0.4042, 0.2153, 0.2019, 0.2107, 0.2140, -0.6373, -0.0773, -0.0192, -0.5496, 0.1475, -0.2467, -0.2026, -0.2497, -0.1705, -0.1012, 0.2270, 0.2113, 0.2201, 0.2082, 0.3918, 0.2226, 0.2070, 0.2164, 0.2037],
  "orbital_gap_ev": 8.59,
  "max_force_ev_per_a": 3.0,
  "homo_energy_ev": -7.70,
  "relative_energy_kj_mol": 127.8
}

***

(4)
{
  "formula": "C18H18N2O2",
  "method": "ωB97M-V/def2-TZVPD",
  "elements": ["C", "C", "C", "C", "C", "N", "C", "C", "C", "C", "N", "C", "O", "C", "C", "C", "C", "C", "C", "O", "C", "C", "H", "H", "H", "H", "H", "H", "H", "H", "H", "H", "H", "H", "H", "H", "H", "H", "H", "H"],
  "positions_angstrom": [[5.72667, -1.71426, -0.21440], [4.32011, -1.98108, 0.23741], [4.10999, -2.54690, 1.50474], [2.84865, -2.82412, 1.98118], [1.76885, -2.52459, 1.16038], [0.42822, -2.68847, 1.34857], [-0.23887, -2.24608, 0.23763], [0.65047, -1.78126, -0.68668], [0.38127, -1.22293, -2.04875], [-1.09297, -0.91774, -2.31414], [-1.59538, 0.14482, -1.47609], [-2.60468, -0.01961, -0.58988], [-3.17401, -1.08629, -0.42799], [-2.99492, 1.18670, 0.17011], [-2.89564, 2.44839, -0.26641], [-3.35826, 3.59148, 0.46887], [-3.35223, 4.92494, 0.12572], [-3.93123, 5.61704, 1.20868], [-4.24770, 4.66428, 2.13140], [-3.90760, 3.44524, 1.69740], [1.95220, -1.95149, -0.11976], [3.24436, -1.68302, -0.57242], [6.22820, -1.03777, 0.47713], [5.73892, -1.26793, -1.20569], [6.29851, -2.64137, -0.24530], [4.97080, -2.77072, 2.11860], [2.70278, -3.26169, 2.95823], [-0.00784, -3.07514, 2.16754], [-1.30961, -2.29381, 0.19887], [0.72399, -1.93723, -2.80424], [0.96876, -0.30803, -2.18142], [-1.21782, -0.63055, -3.36577], [-1.71046, -1.79536, -2.11613], [-1.09227, 1.01692, -1.49129], [-3.48003, 0.98232, 1.11375], [-2.47504, 2.68451, -1.23481], [-2.98137, 5.34697, -0.78607], [-4.09143, 6.67228, 1.29146], [-4.70253, 4.73147, 3.10009], [3.39912, -1.24994, -1.55052]],
  "nbo_charge": [-0.6195, -0.0413, -0.2185, -0.2474, 0.1934, -0.5402, -0.0278, -0.1092, -0.4170, -0.2202, -0.6060, 0.6395, -0.6352, -0.2665, -0.1988, 0.2291, -0.2650, -0.3203, 0.1116, -0.3917, -0.0984, -0.2002, 0.2133, 0.2101, 0.2138, 0.2060, 0.2092, 0.4105, 0.2372, 0.2189, 0.2003, 0.1932, 0.2346, 0.3917, 0.2318, 0.2122, 0.2263, 0.2315, 0.2058, 0.2031],
  "orbital_gap_ev": 7.96,
  "max_force_ev_per_a": 1.2,
  "homo_energy_ev": -7.69,
  "relative_energy_kj_mol": 166.6
}

***

(5)
{
  "formula": "C18H18N2O6S",
  "method": "ωB97M-V/def2-TZVPD",
  "elements": ["C", "C", "N", "O", "C", "C", "C", "C", "O", "C", "O", "C", "C", "C", "C", "S", "O", "O", "N", "C", "C", "C", "C", "C", "O", "C", "C", "H", "H", "H", "H", "H", "H", "H", "H", "H", "H", "H", "H", "H", "H", "H", "H", "H", "H"],
  "positions_angstrom": [[1.68322, 4.04321, 3.69803], [3.00756, 3.40122, 3.51998], [4.09236, 4.08418, 3.27560], [5.11741, 3.20090, 3.16718], [4.65981, 1.95464, 3.34223], [5.60997, 0.82147, 3.26036], [3.31006, 2.00954, 3.58412], [2.35418, 0.88998, 3.80885], [1.54684, 0.65018, 2.64590], [2.07248, -0.11977, 1.69213], [3.15882, -0.64097, 1.76866], [1.15728, -0.28275, 0.53018], [1.54190, -1.14989, -0.49140], [0.71748, -1.33531, -1.58585], [-0.47853, -0.64660, -1.65109], [-1.58252, -0.92945, -3.03191], [-2.43713, 0.21191, -3.17713], [-0.82381, -1.39689, -4.15344], [-2.45725, -2.22640, -2.42309], [-3.86425, -2.01669, -2.11839], [-4.74151, -2.14503, -3.31912], [-5.00428, -1.28036, -4.34040], [-5.86041, -1.97208, -5.23180], [-6.05019, -3.20385, -4.68842], [-5.37403, -3.32298, -3.53280], [-0.86857, 0.22432, -0.65191], [-0.04902, 0.40931, 0.44693], [0.96194, 3.60457, 3.01103], [1.76806, 5.10876, 3.50881], [1.32619, 3.88677, 4.71535], [5.17903, 0.02789, 2.65284], [5.81395, 0.42550, 4.25469], [6.54199, 1.16238, 2.81902], [2.89811, -0.02545, 4.06101], [1.63904, 1.13932, 4.59593], [2.48683, -1.66463, -0.40533], [0.98668, -1.99050, -2.39862], [-2.28494, -3.05438, -2.97310], [-3.93830, -1.00738, -1.71285], [-4.16445, -2.74683, -1.36114], [-4.62179, -0.28537, -4.43432], [-6.27440, -1.60001, -6.14607], [-6.62166, -4.05181, -5.01002], [-1.80088, 0.75528, -0.75924], [-0.33326, 1.08405, 1.23863]],
  "nbo_charge": [-0.6478, 0.1687, -0.1402, -0.2732, 0.3834, -0.6865, -0.2326, -0.0941, -0.5049, 0.7732, -0.6060, -0.0846, -0.1670, -0.1974, -0.2995, 2.3119, -0.9400, -0.9293, -0.8581, -0.2738, 0.2321, -0.2876, -0.3105, 0.0861, -0.4036, -0.2039, -0.1745, 0.2255, 0.2418, 0.2235, 0.2655, 0.2309, 0.2389, 0.2168, 0.2068, 0.2412, 0.2435, 0.4097, 0.2381, 0.2241, 0.2462, 0.2300, 0.2029, 0.2400, 0.2337],
  "orbital_gap_ev": 8.59,
  "max_force_ev_per_a": 1.3,
  "homo_energy_ev": -8.76,
  "relative_energy_kj_mol": 260.2
}

***

(6)
{
  "formula": "C18H18N4O2PtS",
  "method": "ωB97M-V/def2-TZVPD",
  "elements": ["Pt", "O", "C", "C", "C", "C", "C", "C", "C", "N", "N", "C", "O", "C", "C", "C", "C", "C", "C", "H", "H", "H", "H", "H", "H", "H", "H", "H", "H", "S", "C", "N", "C", "C", "C", "N", "H", "H", "H", "H", "H", "H", "H", "H"],
  "positions_angstrom": [[0.28637, 0.27518, 0.51816], [-0.50791, 0.93852, 2.25618], [-0.73835, 2.10079, 2.66650], [-1.26347, 2.24486, 3.99016], [-1.51595, 3.46649, 4.49794], [-1.23885, 4.68374, 3.75188], [-0.75402, 4.62264, 2.50766], [-0.48074, 3.34536, 1.87691], [0.01014, 3.36894, 0.61900], [0.37835, 2.24466, -0.09680], [0.70291, 2.38900, -1.29974], [1.30518, 1.20512, -1.81839], [1.54993, 0.24295, -1.03110], [1.63712, 1.18748, -3.19381], [1.32766, 2.29253, -4.02124], [1.58256, 2.21496, -5.37132], [2.16035, 1.06357, -5.89940], [2.47960, -0.03042, -5.08837], [2.22495, 0.02400, -3.74164], [-1.46912, 1.33777, 4.54107], [-1.93341, 3.54841, 5.49317], [-1.42779, 5.64468, 4.21025], [-0.55225, 5.52902, 1.95141], [0.14888, 4.32246, 0.12072], [0.89950, 3.18581, -3.59079], [1.34505, 3.04740, -6.01874], [2.38529, 1.02116, -6.95806], [2.92158, -0.91503, -5.52459], [2.46232, -0.80595, -3.09061], [-0.81030, -1.47797, -0.53193], [-0.90515, -2.92138, 0.43846], [-1.37639, -4.00768, -0.15278], [-1.52896, -5.30802, 0.52304], [-0.53613, -5.39279, 1.66689], [-0.67197, -4.16281, 2.54466], [-0.54358, -2.95884, 1.70822], [-1.65204, -3.93086, -1.11851], [-1.34989, -6.08832, -0.21217], [-2.55325, -5.41156, 0.88197], [0.47886, -5.45952, 1.27170], [-0.72931, -6.28739, 2.25540], [0.10323, -4.13162, 3.30608], [-1.64274, -4.15179, 3.04292], [-0.20824, -2.10557, 2.11962]],
  "nbo_charge": [0.9324, -0.6070, 0.5928, -0.3137, -0.0537, -0.1695, -0.1653, -0.1073, 0.0739, -0.1986, -0.1585, 0.6204, -0.5722, -0.1364, -0.0992, -0.2286, -0.0622, -0.2167, -0.1089, 0.2548, 0.2533, 0.2575, 0.2456, 0.2488, 0.2428, 0.2502, 0.2458, 0.2487, 0.2439, -0.1415, 0.3695, -0.5512, -0.2215, -0.4301, -0.2223, -0.5563, 0.4306, 0.2387, 0.2173, 0.2262, 0.2568, 0.2357, 0.2143, 0.4209],
  "orbital_gap_ev": 5.50,
  "max_force_ev_per_a": 2.4,
  "homo_energy_ev": -14.70,
  "charge": 2
}